The following is a DFT calculation (the ωB97M-V functional and the def2-TZVPD basis) of C2H4O5 in the gas phase in a non-equilibrium geometry.

```
11
Properties=species:S:1:pos:R:3
C 1.08867 -0.38074 0.23169
C -1.23167 0.06388 0.00985
O -0.27545 0.57632 0.66568
O 2.13833 0.19796 0.82212
O 1.26319 -0.50632 -1.10534
O -2.25801 1.26486 0.12881
O -1.41066 -0.85240 -0.73503
H 2.44900 0.93608 0.27629
H 0.52273 -1.01053 -1.48471
H -3.14440 1.03302 0.44537
H 0.85827 -1.32213 0.74526
```

frontier orbital gap = 0.4157 Ha
SMILES = O=C(O)OC(O)O
HOMO level = -10.8 eV
relative energy (zero: lowest compared OMol25 entry of this formula, charge and spin) = 0.0 kJ/mol
total charge = 0
F_max = 6.1 eV/A
LUMO energy = 0.547 eV
multiplicity = 1

These are the natural (NBO) partial charges, in e, on atoms 1 to 2:
1 C 0.6417
2 C 1.0086